No. 1
Computed, not measured: a 8-piece molecular cluster, C8H24N8O16 overall in a non-equilibrium geometry, with ωB97M-V/def2-TZVPD.

```
! RIJCOSX wB97M-V def2-TZVPD def2/J DEFGRID3
* xyz -1 2
C 15.675 -27.222 11.743
N 15.118 -25.823 11.530
O 15.858 -24.886 11.760
O 14.073 -25.740 10.838
H 16.394 -27.076 12.550
H 16.086 -27.717 10.864
H 14.904 -27.867 12.165
C 8.428 -28.196 15.538
N 8.985 -29.183 16.559
O 8.608 -29.086 17.753
O 9.869 -29.952 16.164
H 7.805 -28.686 14.790
H 9.188 -27.555 15.092
H 7.763 -27.533 16.092
C 11.272 -25.975 17.143
N 12.402 -25.173 16.505
O 12.182 -24.029 16.200
O 13.489 -25.794 16.356
H 10.933 -26.652 16.359
H 10.550 -25.279 17.569
H 11.664 -26.655 17.900
C 11.487 -23.977 12.771
N 11.190 -25.235 13.320
O 11.840 -26.206 12.986
O 10.225 -25.263 14.144
H 12.498 -24.044 12.369
H 11.269 -23.287 13.587
H 10.663 -23.947 12.059
C 8.348 -25.096 9.490
N 8.400 -24.684 10.913
O 8.634 -25.527 11.792
O 8.535 -23.482 11.123
H 9.240 -25.708 9.360
H 8.467 -24.238 8.829
H 7.427 -25.652 9.317
C 12.547 -19.886 13.829
N 11.580 -19.445 14.855
O 12.090 -19.129 15.882
O 10.412 -19.515 14.582
H 12.483 -20.971 13.904
H 13.540 -19.477 14.015
H 12.055 -19.500 12.936
C 12.565 -24.972 7.944
N 12.183 -23.901 8.945
O 12.918 -22.890 9.037
O 11.114 -24.029 9.499
H 12.157 -25.916 8.307
H 13.644 -25.122 7.917
H 12.197 -24.707 6.953
C 7.465 -23.428 14.395
N 6.360 -22.921 15.224
O 5.280 -23.483 14.946
O 6.559 -22.002 15.976
H 7.086 -23.992 13.543
H 7.975 -24.074 15.111
H 8.222 -22.670 14.192
*
```

The value obtained for the frontier orbital gap (spin up / spin down) is 2.49 / 6.03 eV. The total energy comes out at -1960.30682 Ha.

Here are the natural (NBO) charges for atoms 1 to 8, given in e: -0.50, 0.35, -0.63, -0.72, 0.20, 0.16, 0.19, -0.50

No. 2
Computed, not measured: a 2-piece molecular cluster, C8H24NO6P3Si overall, with ωB97M-V/def2-TZVPD.

```
! RIJCOSX wB97M-V def2-TZVPD def2/J DEFGRID3
* xyz 0 1
C -1.672 0.626 -2.739
C -0.624 -0.299 -2.095
Si 1.119 0.333 -2.246
C 1.534 1.626 -0.927
O 0.327 2.266 -0.554
C 0.510 3.261 0.430
P 2.781 -1.175 -2.176
P 1.746 -2.773 -1.134
O 0.808 -3.584 -1.924
O 1.094 -2.036 0.141
O 2.913 -3.599 -0.394
P 1.465 1.217 -4.305
N 1.593 0.058 -5.363
H -1.748 0.436 -3.813
H -1.433 1.684 -2.600
H -2.659 0.457 -2.303
H -0.682 -1.316 -2.495
H -0.810 -0.373 -1.018
H 2.234 2.360 -1.363
H 2.047 1.177 -0.063
H 0.587 2.820 1.428
H 1.415 3.850 0.237
H -0.358 3.920 0.394
H 2.596 -1.743 -3.450
H 0.343 -2.577 0.428
H 3.636 -3.832 -0.989
H 0.478 2.204 -4.507
H 2.624 2.015 -4.141
H 0.991 0.157 -6.171
C -0.049 -0.976 3.252
C -0.680 0.291 3.788
O -1.930 0.585 3.156
C -3.103 0.051 3.569
C -3.098 -1.057 4.598
O -4.115 0.444 3.062
H -0.663 -1.849 3.476
H 0.934 -1.127 3.699
H 0.070 -0.903 2.172
H -0.792 0.267 4.873
H -0.058 1.151 3.553
H -3.099 -2.009 4.067
H -4.022 -0.984 5.165
H -2.254 -1.043 5.281
*
```

The value obtained for the frontier orbital gap is 8.90 eV. The total energy comes out at -2139.01600 Ha. The energy relative to the best compared isomer or geometry (same formula, charge and spin) is 11.3 kJ/mol. As for the SMILES: CC[Si@@](COC)(PP(=O)(O)O)[PH2]=N.CCOC(C)=O.

Here are the natural (NBO) charges for atoms 1 to 8, given in e: -0.61, -0.89, 1.09, -0.51, -0.56, -0.24, -0.32, 2.09

No. 3
Computed, not measured: C8H24NaO8 as an isolated structure in a non-equilibrium geometry, with ωB97M-V/def2-TZVPD.

```
! RIJCOSX wB97M-V def2-TZVPD def2/J DEFGRID3
* xyz 1 1
Na -0.320 -0.291 -0.687
C -2.798 -2.449 -0.345
C -2.533 -2.522 -1.824
O -2.028 -1.243 -2.263
O -1.574 -2.253 0.410
H -3.288 -3.369 -0.021
H -3.499 -1.640 -0.148
H -3.481 -2.716 -2.332
H -1.802 -3.270 -2.137
H -2.364 -1.081 -3.148
H -1.348 -3.147 0.689
C 2.713 -1.749 -0.759
C 2.660 -0.708 -1.859
O 1.490 -0.829 -2.670
O 1.648 -1.500 0.175
H 3.695 -1.622 -0.292
H 2.626 -2.767 -1.143
H 3.558 -0.842 -2.473
H 2.716 0.326 -1.534
H 1.613 -1.489 -3.358
H 2.051 -1.638 1.038
C 3.030 2.405 0.672
C 1.801 2.585 -0.210
O 0.758 3.305 0.404
O 2.661 1.756 1.881
H 3.374 3.422 0.910
H 3.852 1.894 0.163
H 1.378 1.628 -0.519
H 2.116 3.093 -1.130
H 1.028 4.192 0.662
H 3.423 1.254 2.184
C -3.129 0.792 2.219
C -2.011 1.794 2.037
O -1.084 1.363 0.976
O -2.694 -0.420 2.794
H -3.523 0.613 1.210
H -3.966 1.193 2.788
H -1.473 1.973 2.971
H -2.365 2.756 1.654
H -0.547 2.176 0.935
H -2.365 -0.975 2.083
*
```

The value obtained for the frontier orbital gap is 10.18 eV. The total energy comes out at -1083.23062 Ha. The energy relative to the best compared isomer or geometry (same formula, charge and spin) is 22.7 kJ/mol.

Here are the natural (NBO) charges for atoms 1 to 8, given in e: 0.93, -0.11, -0.10, -0.77, -0.76, 0.20, 0.20, 0.19